# C32H80AuGe2NSbSi6

C32H80AuGe2NSbSi6 as an isolated structure (ωB97M-V with the def2-TZVPD basis set, the Open Molecules 2025 dataset).

Geometry as XYZ:
```
123
Properties=species:S:1:pos:R:3:lowdin_charge:R:1
Au -1.19694 -0.16365 -0.15828 0.40
C -2.90240 3.57341 0.02345 -0.22
Si -2.42120 3.62056 1.83036 0.37
C -3.78864 4.43417 2.81366 -0.20
C -0.80596 4.55104 2.05546 -0.20
Ge -2.31917 1.45199 2.93978 0.87
Si -1.80610 1.92343 5.30338 0.39
C -0.57395 3.31448 5.46749 -0.20
C -1.27367 0.40391 6.26895 -0.20
C -3.50389 2.46624 5.88565 -0.20
Si -3.94625 -0.35465 2.91110 0.35
C -3.73831 -1.34043 4.47994 -0.20
C -3.95594 -1.51303 1.43986 -0.22
C -5.48193 0.71878 2.98704 -0.20
H -2.56414 4.50430 -0.44027 0.05
H -3.98519 3.52947 -0.07826 0.03
H -2.47598 2.73358 -0.52926 -0.03
H -3.99991 5.39796 2.33998 0.06
H -3.49704 4.64408 3.84319 0.03
H -4.72064 3.86648 2.81852 0.03
H -0.26206 4.64205 1.11243 0.03
H -0.13625 4.13009 2.80420 0.00
H -1.04795 5.56636 2.38058 0.06
H 0.40982 3.07797 5.05992 0.02
H -0.44407 3.51427 6.53495 0.06
H -0.92880 4.23788 5.00804 0.03
H -0.34226 0.60608 6.80177 0.05
H -1.13171 -0.49288 5.67062 0.00
H -2.03160 0.17399 7.02056 0.05
H -4.02701 3.16127 5.22914 0.01
H -3.36448 2.97656 6.84355 0.06
H -4.15495 1.61027 6.07045 0.03
H -2.77467 -1.84724 4.55296 0.02
H -4.51591 -2.10901 4.51420 0.06
H -3.85840 -0.71860 5.36773 0.03
H -3.18415 -2.27528 1.54625 -0.01
H -3.82526 -1.03087 0.47558 -0.04
H -4.92101 -2.02955 1.43031 0.06
H -5.39715 1.51973 3.72443 0.02
H -6.33578 0.10673 3.29152 0.06
H -5.71939 1.16820 2.02079 0.02
C 1.84611 0.55838 3.85981 0.01
C 1.65233 1.60005 2.96518 -0.02
C 0.61374 1.51773 2.05993 -0.18
N -0.22192 0.46012 1.98962 -0.14
C -0.02585 -0.54154 2.87409 -0.21
C 0.98289 -0.52789 3.81354 -0.05
H 2.64980 0.59464 4.58386 0.14
H 2.29404 2.47049 2.96616 0.14
H 0.43240 2.31535 1.35968 0.07
H -0.71669 -1.37204 2.80873 0.08
H 1.08607 -1.35525 4.50262 0.13
C -1.05014 -4.17126 2.56627 -0.13
C -0.87899 -4.41903 1.07590 -0.53
C -2.11137 -5.04377 0.43906 -0.12
Sb -0.16627 -2.71493 -0.05962 1.53
C 1.95081 -2.68789 0.41728 -0.53
C 2.32621 -3.23418 1.78650 -0.11
C 2.54325 -1.30948 0.14954 -0.13
C -0.08027 -3.57195 -2.01953 -0.54
C 1.12377 -3.06248 -2.79306 -0.13
C -1.38851 -3.35100 -2.76265 -0.17
H -1.27613 -5.11713 3.06336 0.10
H -1.88482 -3.50106 2.77637 0.05
H -0.14896 -3.77385 3.03092 0.06
H -0.02090 -5.08445 0.93078 0.10
H -2.98186 -4.38830 0.51219 0.07
H -2.35636 -5.97107 0.96130 0.10
H -1.95612 -5.30041 -0.60987 0.06
H 2.32468 -3.38711 -0.33382 0.08
H 1.88878 -2.65924 2.60095 0.04
H 3.41108 -3.18035 1.90191 0.10
H 2.04286 -4.27846 1.91167 0.08
H 2.19882 -0.58366 0.89141 0.05
H 2.28302 -0.93116 -0.84235 0.06
H 3.63287 -1.34755 0.20907 0.10
H 0.04005 -4.63972 -1.80581 0.11
H 1.07088 -1.98068 -2.92914 0.05
H 1.14624 -3.52217 -3.78260 0.10
H 2.07555 -3.28764 -2.31413 0.07
H -1.53241 -2.28364 -2.98039 -0.03
H -2.26329 -3.69331 -2.20414 0.07
H -1.37221 -3.87494 -3.71996 0.10
C 0.69861 2.46707 -1.28662 -0.22
Si -0.14669 1.81998 -2.81297 0.39
C -1.40216 3.06808 -3.42957 -0.19
C 1.11657 1.32437 -4.07320 -0.19
Ge -1.98772 0.10537 -2.47096 0.71
Si -1.98424 -0.46506 -4.98703 0.42
C -3.36796 -1.69390 -5.23346 -0.20
C -2.30245 1.11449 -5.91398 -0.19
C -0.40487 -1.29027 -5.54735 -0.19
Si -4.50117 0.06674 -2.26493 0.40
C -5.05217 0.94286 -0.69996 -0.23
C -5.13449 1.11162 -3.67059 -0.20
C -4.97797 -1.73866 -2.29780 -0.19
H 1.36502 3.28375 -1.58239 0.06
H 1.29745 1.72199 -0.76304 0.02
H -0.05730 2.88109 -0.61771 -0.01
H -0.90679 3.69471 -4.17826 0.07
H -1.72524 3.70697 -2.61048 0.03
H -2.29036 2.65702 -3.91013 -0.01
H 1.78054 2.19152 -4.16120 0.06
H 0.71682 1.11277 -5.06210 0.02
H 1.73268 0.48217 -3.75594 0.04
H -4.37937 -1.34688 -5.03737 0.02
H -3.19762 -2.61729 -4.67997 0.02
H -3.31882 -1.95288 -6.29751 0.06
H -3.20159 1.65066 -5.61658 0.02
H -2.45299 0.78590 -6.94884 0.07
H -1.45843 1.80238 -5.92043 0.03
H -0.63030 -2.32959 -5.79316 0.05
H 0.40596 -1.28134 -4.83058 -0.01
H -0.03928 -0.80928 -6.45810 0.06
H -5.28375 1.98097 -0.94032 0.04
H -4.32692 0.93990 0.11062 -0.02
H -5.97589 0.47912 -0.34162 0.06
H -4.69644 2.11137 -3.64912 0.04
H -6.20253 1.23845 -3.45874 0.06
H -5.04156 0.70409 -4.67324 0.02
H -5.40840 -2.02232 -1.33754 0.03
H -4.14683 -2.41156 -2.51275 0.00
H -5.73695 -1.90544 -3.06558 0.06
```

Output
- Highest occupied orbital energy: -15.453 eV
- Net charge: +3
- DFT total energy: -7588.00110 Ha

---

# C12H14BN8O7P2Zr

C12H14BN8O7P2Zr as an isolated structure (ωB97M-V with the def2-TZVPD basis set, the Open Molecules 2025 dataset).

Geometry as XYZ:
```
45
Properties=species:S:1:pos:R:3:lowdin_charge:R:1
Zr 0.04187 0.42555 -0.34967 1.86
C -1.84822 -2.83950 -1.69543 0.01
C -2.19576 -1.72754 -0.94200 -0.08
N -1.21760 -1.39993 -0.08870 -0.08
N -0.21286 -2.33129 -0.28205 0.00
C -0.58478 -3.17878 -1.26645 -0.03
B 1.10383 -2.12674 0.52506 -0.64
N 0.75414 -1.41514 1.83891 0.00
C 0.77268 -1.81878 3.13235 -0.02
C 0.24657 -0.82214 3.91219 0.00
C -0.09639 0.19107 3.01542 -0.05
N 0.20952 -0.17123 1.77762 -0.10
N 2.04274 -1.16074 -0.30329 -0.05
C 2.83720 -1.39558 -1.38006 -0.03
C 3.54459 -0.25461 -1.67351 0.01
C 3.10890 0.68764 -0.73764 -0.08
N 2.21210 0.15533 0.09474 -0.07
N 1.85824 -3.45676 0.82829 0.07
C 2.98803 -3.55916 1.42461 0.04
C 3.26425 -4.98846 1.57430 0.15
C 2.15162 -5.62006 0.96713 -0.05
N 1.31056 -4.73522 0.50070 0.20
H -2.43248 -3.33108 -2.45493 0.13
H -3.10936 -1.15494 -0.93960 0.13
H 0.04226 -4.00131 -1.56932 0.13
H 1.14105 -2.79040 3.42325 0.13
H 0.11784 -0.82550 4.98068 0.12
H -0.54638 1.15281 3.20488 0.14
H 2.87130 -2.36589 -1.85471 0.15
H 4.26943 -0.11802 -2.45885 0.13
H 3.39869 1.71766 -0.60782 0.14
H 3.56827 -2.69946 1.74041 0.17
H 4.15202 -5.44204 1.99466 0.14
H 1.96134 -6.67662 0.84594 0.15
O 0.24292 1.42511 -4.26236 0.01
P -0.08410 1.28327 -2.76708 0.24
O 0.83374 1.90278 -1.72982 -0.32
O -0.10677 -0.19317 -2.31588 -0.34
O -1.53363 1.86962 -2.49773 -0.22
P -2.17173 2.42125 -1.04132 0.32
O -3.38187 1.41062 -0.89315 -0.08
O -2.48089 3.82469 -1.10561 -0.17
O -1.15884 1.88837 0.05614 -0.40
H 0.07780 2.26732 -4.70860 0.14
H -4.23491 1.84241 -1.03822 0.12
```

Output
- Highest occupied orbital energy (spin up / spin down): -15.820 / -15.820 eV
- Spin multiplicity: 2
- Net charge: +2
- DFT total energy: -2184.90718 Ha

---

Question: The lowest net charge belongs to which entry?
Answer: C12H14BN8O7P2Zr